Here is a 8-piece molecular cluster, C22H38N2O20S2 overall in a non-equilibrium geometry from the OMol25 dataset. Energies are from wB97M-V/def2-TZVPD.

Values from the calculation:
2S+1	1
SMILES string	C[N+](=O)[O-].C[N+](=O)[O-].O=S1(=O)OCCO1.O=S1(=O)OCCO1.O=C1CCCO1.O=C1CCCO1.O=C1CCCO1.O=C1CCCO1
gap between HOMO and LUMO	9.690	eV
energy above the lowest of the compared OMol25 structures with the same formula, charge and spin	0.0	kJ/mol
net charge	0

Last columns: bonded neighbours and bond lengths (Å).
Positions of all 84 atoms, in Å:
1 C -6.982 -3.502 -1.955  N2 1.481, H5 1.090, H6 1.090, H7 1.090
2 N -7.904 -4.206 -1.036  C1 1.481, O3 1.241, O4 1.225
3 O -8.663 -5.007 -1.605  N2 1.241
4 O -7.829 -4.028 0.174  N2 1.225
5 H -6.246 -4.244 -2.264  C1 1.090
6 H -6.521 -2.610 -1.532  C1 1.090
7 H -7.551 -3.176 -2.826  C1 1.090
8 C -5.918 -1.776 10.223  N9 1.455, H12 1.090, H13 1.090, H14 1.090
9 N -6.884 -2.164 9.206  C8 1.455, O10 1.212, O11 1.228
10 O -6.552 -2.019 8.049  N9 1.212
11 O -7.808 -2.893 9.555  N9 1.228
12 H -5.177 -2.568 10.331  C8 1.090
13 H -6.418 -1.503 11.152  C8 1.090
14 H -5.343 -0.971 9.764  C8 1.090
15 O -2.720 -8.804 0.403  C16 1.241
16 C -2.428 -9.867 0.973  O15 1.241, O17 1.326, C20 1.469
17 O -2.186 -9.871 2.277  C16 1.326, C18 1.412
18 C -1.711 -11.135 2.689  O17 1.412, C19 1.509, H21 1.090, H22 1.090
19 C -2.185 -12.100 1.630  C18 1.509, C20 1.531, H23 1.090, H24 1.090
20 C -2.185 -11.195 0.394  C16 1.469, C19 1.531, H25 1.090, H26 1.090
21 H -2.071 -11.362 3.693  C18 1.090
22 H -0.626 -11.065 2.765  C18 1.090
23 H -3.131 -12.621 1.780  C19 1.090
24 H -1.416 -12.869 1.548  C19 1.090
25 H -2.869 -11.429 -0.421  C20 1.090
26 H -1.181 -11.115 -0.022  C20 1.090
27 O 6.280 1.917 -9.291  C28 1.217
28 C 5.325 2.179 -8.583  O27 1.217, O29 1.297, C32 1.516
29 O 4.496 1.271 -8.171  C28 1.297, C30 1.386
30 C 3.648 1.834 -7.229  O29 1.386, C31 1.540, H33 1.090, H34 1.090
31 C 4.301 3.179 -6.859  C30 1.540, C32 1.438, H35 1.090, H36 1.090
32 C 5.144 3.551 -7.963  C28 1.516, C31 1.438, H37 1.090, H38 1.090
33 H 3.657 1.191 -6.349  C30 1.090
34 H 2.632 1.956 -7.605  C30 1.090
35 H 4.954 3.121 -5.988  C31 1.090
36 H 3.519 3.930 -6.750  C31 1.090
37 H 6.148 3.829 -7.643  C32 1.090
38 H 4.771 4.162 -8.786  C32 1.090
39 O 0.829 11.842 -3.165  C40 1.240
40 C 0.033 10.938 -3.458  O39 1.240, O41 1.298, C44 1.475
41 O 0.377 9.841 -4.061  C40 1.298, C42 1.394
42 C -0.657 8.916 -4.199  O41 1.394, C43 1.537, H45 1.090, H46 1.090
43 C -1.720 9.397 -3.199  C42 1.537, C44 1.525, H47 1.090, H48 1.090
44 C -1.370 10.869 -3.004  C40 1.475, C43 1.525, H49 1.090, H50 1.090
45 H -0.334 7.948 -3.818  C42 1.090
46 H -1.132 8.927 -5.180  C42 1.090
47 H -1.659 8.724 -2.344  C43 1.090
48 H -2.706 9.274 -3.647  C43 1.090
49 H -1.532 11.052 -1.942  C44 1.090
50 H -2.034 11.525 -3.565  C44 1.090
51 O 4.142 9.336 3.673  C52 1.216
52 C 4.169 8.243 3.142  O51 1.216, O53 1.346, C56 1.513
53 O 5.199 7.694 2.472  C52 1.346, C54 1.452
54 C 5.009 6.304 2.095  O53 1.452, C55 1.542, H57 1.090, H58 1.090
55 C 3.495 6.084 2.287  C54 1.542, C56 1.520, H59 1.090, H60 1.090
56 C 2.999 7.286 3.075  C52 1.513, C55 1.520, H61 1.090, H62 1.090
57 H 5.564 5.647 2.765  C54 1.090
58 H 5.322 6.033 1.087  C54 1.090
59 H 3.376 5.147 2.831  C55 1.090
60 H 3.065 5.996 1.289  C55 1.090
61 H 2.612 7.015 4.057  C56 1.090
62 H 2.228 7.822 2.521  C56 1.090
63 C 5.315 -6.207 0.604  C64 1.545, O69 1.365, H70 1.090, H71 1.090
64 C 3.773 -6.230 0.511  C63 1.545, O65 1.412, H72 1.090, H73 1.090
65 O 3.404 -4.944 0.966  C64 1.412, S66 1.675
66 S 4.536 -3.836 0.423  O65 1.675, O67 1.479, O68 1.430, O69 1.660
67 O 5.092 -2.948 1.466  S66 1.479
68 O 4.064 -3.191 -0.763  S66 1.430
69 O 5.675 -4.996 0.087  C63 1.365, S66 1.660
70 H 5.789 -7.030 0.070  C63 1.090
71 H 5.695 -6.330 1.619  C63 1.090
72 H 3.406 -7.083 1.081  C64 1.090
73 H 3.475 -6.450 -0.515  C64 1.090
74 C -2.020 -1.108 2.148  C75 1.494, O80 1.403, H81 1.090, H82 1.090
75 C -1.526 -0.008 3.029  C74 1.494, O76 1.389, H83 1.090, H84 1.090
76 O -1.414 1.133 2.244  C75 1.389, S77 1.673
77 S -1.832 0.818 0.655  O76 1.673, O78 1.442, O79 1.489, O80 1.614
78 O -0.779 1.226 -0.242  S77 1.442
79 O -3.208 1.313 0.376  S77 1.489
80 O -1.771 -0.788 0.805  C74 1.403, S77 1.614
81 H -3.103 -1.081 2.267  C74 1.090
82 H -1.615 -2.085 2.413  C74 1.090
83 H -0.519 -0.245 3.374  C75 1.090
84 H -2.083 0.187 3.946  C75 1.090


Here is one molecule with the formula C22H38N4O from the OMol25 dataset. Energies are from wB97M-V/def2-TZVPD.

Values from the calculation:
2S+1	1
SMILES string	OCC[C@@H]1CN(Cc2cn[nH]c2C2CCCCC2)CCN1C1CCCCC1
gap between HOMO and LUMO	8.867	eV
energy above the lowest of the compared OMol25 structures with the same formula, charge and spin	0.0	kJ/mol
net charge	0

Last columns: bonded neighbours and bond lengths (Å).
Positions of all 65 atoms, in Å:
1 O 0.921 2.121 -2.371  H2 0.965, C3 1.408
2 H 0.664 2.203 -1.444  O1 0.965
3 C 0.066 1.193 -2.994  O1 1.408, C4 1.534, H64 1.093, H65 1.101
4 C -0.030 -0.140 -2.242  C3 1.534, H5 1.090, H6 1.089, C7 1.535
5 H -0.105 -0.962 -2.955  C4 1.090
6 H 0.889 -0.264 -1.672  C4 1.089
7 C -1.245 -0.243 -1.308  C4 1.535, N8 1.460, C12 1.536, H63 1.096
8 N -1.371 -1.611 -0.816  C7 1.460, C9 1.448, C46 1.466
9 C -0.357 -1.884 0.182  N8 1.448, C10 1.534, H44 1.088, H45 1.094
10 C -0.287 -0.845 1.308  C9 1.534, N11 1.451, H42 1.094, H43 1.107
11 N -0.079 0.469 0.729  C10 1.451, C12 1.450, C15 1.459
12 C -1.192 0.767 -0.151  C7 1.536, N11 1.450, H13 1.091, H14 1.108
13 H -1.094 1.783 -0.537  C12 1.091
14 H -2.151 0.724 0.404  C12 1.108
15 C 0.105 1.501 1.745  N11 1.459, C16 1.493, H40 1.093, H41 1.105
16 C 0.597 2.775 1.141  C15 1.493, C17 1.389, C20 1.408
17 C 1.869 3.115 0.701  C16 1.389, N18 1.353, C23 1.492
18 N 1.761 4.372 0.215  C17 1.353, N19 1.329, H22 1.008
19 N 0.529 4.864 0.303  N18 1.329, C20 1.317
20 C -0.187 3.910 0.860  C16 1.408, N19 1.317, H21 1.072
21 H -1.230 4.057 1.057  C20 1.072
22 H 2.492 4.924 -0.206  N18 1.008
23 C 3.182 2.405 0.719  C17 1.492, C24 1.535, C28 1.533, H39 1.098
24 C 3.669 2.188 2.158  C23 1.535, C25 1.525, H37 1.093, H38 1.091
25 C 5.023 1.485 2.167  C24 1.525, C26 1.525, H35 1.092, H36 1.093
26 C 4.930 0.148 1.440  C25 1.525, C27 1.525, H33 1.092, H34 1.093
27 C 4.461 0.360 0.004  C26 1.525, C28 1.525, H31 1.092, H32 1.093
28 C 3.110 1.068 -0.027  C23 1.533, C27 1.525, H29 1.090, H30 1.091
29 H 2.348 0.441 0.436  C28 1.090
30 H 2.817 1.254 -1.061  C28 1.091
31 H 4.382 -0.601 -0.508  C27 1.092
32 H 5.200 0.962 -0.530  C27 1.093
33 H 5.903 -0.348 1.447  C26 1.092
34 H 4.220 -0.499 1.962  C26 1.093
35 H 5.351 1.331 3.197  C25 1.092
36 H 5.765 2.116 1.671  C25 1.093
37 H 3.741 3.151 2.670  C24 1.093
38 H 2.945 1.578 2.698  C24 1.091
39 H 3.914 3.044 0.207  C23 1.098
40 H 0.832 1.122 2.468  C15 1.093
41 H -0.838 1.701 2.287  C15 1.105
42 H 0.555 -1.081 1.966  C10 1.094
43 H -1.214 -0.873 1.913  C10 1.107
44 H -0.506 -2.877 0.600  C9 1.088
45 H 0.607 -1.888 -0.334  C9 1.094
46 C -2.761 -1.998 -0.560  N8 1.466, C47 1.529, C51 1.537, H62 1.104
47 C -2.946 -3.094 0.490  C46 1.529, C48 1.528, H60 1.092, H61 1.092
48 C -4.428 -3.434 0.647  C47 1.528, C49 1.524, H58 1.092, H59 1.093
49 C -5.022 -3.912 -0.673  C48 1.524, C50 1.524, H56 1.092, H57 1.092
50 C -4.829 -2.846 -1.746  C49 1.524, C51 1.524, H54 1.092, H55 1.093
51 C -3.351 -2.499 -1.888  C46 1.537, C50 1.524, H52 1.091, H53 1.091
52 H -3.222 -1.740 -2.660  C51 1.091
53 H -2.789 -3.381 -2.198  C51 1.091
54 H -5.219 -3.202 -2.702  C50 1.092
55 H -5.388 -1.949 -1.470  C50 1.093
56 H -6.085 -4.130 -0.546  C49 1.092
57 H -4.524 -4.833 -0.982  C49 1.092
58 H -4.543 -4.207 1.410  C48 1.092
59 H -4.969 -2.547 0.987  C48 1.093
60 H -2.558 -2.769 1.457  C47 1.092
61 H -2.405 -3.990 0.180  C47 1.092
62 H -3.350 -1.125 -0.226  C46 1.104
63 H -2.137 -0.019 -1.903  C7 1.096
64 H 0.501 1.035 -3.984  C3 1.093
65 H -0.937 1.628 -3.130  C3 1.101


Here is a 6-piece molecular cluster, C22H38NO19S overall from the OMol25 dataset. Energies are from wB97M-V/def2-TZVPD.

Values from the calculation:
2S+1	1
gap between HOMO and LUMO	9.335	eV
net charge	+1

Last columns: bonded neighbours and bond lengths (Å).
Positions of all 81 atoms, in Å:
1 C 4.478 -2.495 4.872  O2 1.431, H14 1.094, H15 1.087, H16 1.085
2 O 3.074 -2.218 4.900  C1 1.431, C3 1.346
3 C 2.280 -3.064 4.220  O2 1.346, S4 1.869, H17 1.097, H18 1.086
4 S 2.477 -2.888 2.369  C3 1.869, C5 1.828, C7 1.889
5 C 2.221 -4.584 1.738  S4 1.828, N6 1.424, H19 1.092, H20 1.089
6 N 0.995 -5.200 2.121  C5 1.424, H21 1.008, H22 1.007
7 C 1.053 -1.801 1.767  S4 1.889, O8 1.366, H23 1.090, H24 1.090
8 O 0.246 -2.369 0.822  C7 1.366, C9 1.460
9 C -1.065 -2.884 1.204  O8 1.460, O10 1.366, H25 1.090, H26 1.089
10 O -1.546 -2.291 2.336  C9 1.366, C11 1.438
11 C -1.609 -3.112 3.515  O10 1.438, C12 1.517, H27 1.092, H28 1.092
12 C -2.356 -2.344 4.590  C11 1.517, O13 1.406, H29 1.095, H30 1.092
13 O -3.710 -2.709 4.683  C12 1.406, H31 0.966
14 H 4.656 -3.574 4.844  C1 1.094
15 H 4.943 -2.009 4.019  C1 1.087
16 H 4.894 -2.086 5.787  C1 1.085
17 H 2.484 -4.123 4.419  C3 1.097
18 H 1.247 -2.818 4.448  C3 1.086
19 H 3.104 -5.089 2.136  C5 1.092
20 H 2.361 -4.505 0.661  C5 1.089
21 H 1.118 -5.974 2.755  N6 1.008
22 H 0.436 -5.490 1.334  N6 1.007
23 H 0.534 -1.430 2.651  C7 1.090
24 H 1.617 -0.986 1.314  C7 1.090
25 H -1.022 -3.970 1.284  C9 1.090
26 H -1.692 -2.607 0.357  C9 1.089
27 H -0.603 -3.385 3.839  C11 1.092
28 H -2.154 -4.026 3.272  C11 1.092
29 H -2.261 -1.274 4.378  C12 1.095
30 H -1.881 -2.532 5.555  C12 1.092
31 H -3.965 -3.133 3.853  O13 0.966
32 C -0.219 -0.074 -1.601  C33 1.521, O37 1.434, H38 1.086, H39 1.093
33 C -1.023 1.010 -0.901  C32 1.521, O34 1.437, H40 1.090, H41 1.087
34 O -0.032 2.034 -0.719  C33 1.437, C35 1.350
35 C 0.962 1.839 -1.611  O34 1.350, O36 1.192, O37 1.345
36 O 1.919 2.542 -1.716  C35 1.192
37 O 0.774 0.695 -2.292  C32 1.434, C35 1.345
38 H -0.797 -0.664 -2.306  C32 1.086
39 H 0.298 -0.734 -0.899  C32 1.093
40 H -1.830 1.400 -1.520  C33 1.090
41 H -1.418 0.718 0.068  C33 1.087
42 C 4.499 2.421 0.280  C43 1.518, O47 1.436, H48 1.085, H49 1.088
43 C 4.754 3.307 1.486  C42 1.518, O44 1.437, H50 1.090, H51 1.085
44 O 4.392 2.433 2.568  C43 1.437, C45 1.345
45 C 4.478 1.159 2.147  O44 1.345, O46 1.191, O47 1.345
46 O 4.344 0.201 2.843  C45 1.191
47 O 4.704 1.107 0.822  C42 1.436, C45 1.345
48 H 5.178 2.589 -0.549  C42 1.085
49 H 3.473 2.467 -0.079  C42 1.088
50 H 5.802 3.588 1.589  C43 1.090
51 H 4.133 4.197 1.523  C43 1.085
52 C 0.248 5.268 -3.213  C53 1.518, O57 1.432, H58 1.086, H59 1.092
53 C 1.656 5.604 -2.759  C52 1.518, O54 1.434, H60 1.091, H61 1.084
54 O 2.168 6.328 -3.886  C53 1.434, C55 1.348
55 C 1.132 6.840 -4.581  O54 1.348, O56 1.187, O57 1.357
56 O 1.226 7.604 -5.484  C55 1.187
57 O -0.042 6.338 -4.120  C52 1.432, C55 1.357
58 H -0.484 5.257 -2.411  C52 1.086
59 H 0.208 4.325 -3.764  C52 1.092
60 H 1.663 6.262 -1.888  C53 1.091
61 H 2.270 4.732 -2.567  C53 1.084
62 C -0.769 6.592 -8.491  C63 1.517, O67 1.433, H68 1.086, H69 1.091
63 C -0.468 5.548 -7.432  C62 1.517, O64 1.433, H70 1.087, H71 1.086
64 O -0.256 4.369 -8.220  C63 1.433, C65 1.356
65 C 0.105 4.746 -9.472  O64 1.356, O66 1.186, O67 1.352
66 O 0.507 4.007 -10.309  C65 1.186
67 O -0.056 6.080 -9.624  C62 1.433, C65 1.352
68 H -0.406 7.583 -8.238  C62 1.086
69 H -1.830 6.639 -8.742  C62 1.091
70 H 0.445 5.780 -6.890  C63 1.087
71 H -1.282 5.382 -6.732  C63 1.086
72 C -7.411 -5.976 2.181  C73 1.520, O77 1.441, H78 1.085, H79 1.090
73 C -7.944 -4.606 2.567  C72 1.520, O74 1.439, H80 1.090, H81 1.085
74 O -6.738 -3.916 2.943  C73 1.439, C75 1.336
75 C -5.704 -4.514 2.345  O74 1.336, O76 1.200, O77 1.338
76 O -4.588 -4.073 2.326  C75 1.200
77 O -6.067 -5.664 1.765  C72 1.441, C75 1.338
78 H -7.944 -6.447 1.362  C72 1.085
79 H -7.356 -6.659 3.028  C72 1.090
80 H -8.392 -4.077 1.726  C73 1.090
81 H -8.634 -4.615 3.405  C73 1.085